Here is C31H47IrNO3P2S as an isolated structure at a distorted geometry from the OMol25 dataset. Energies are from ωB97M-V/def2-TZVPD.

The geometry in ORCA input format:
```
! RIJCOSX wB97M-V def2-TZVPD def2/J DEFGRID3
* xyz 1 5
Ir 0.48840 -0.52723 1.18316
C -0.34511 -2.40799 2.29673
C 1.00877 -2.47538 1.76120
C 1.00228 -1.15813 3.71558
C -0.29789 -1.67049 3.53073
C 1.82588 -1.61923 2.62314
C -1.50076 -3.20778 1.81916
H -1.27324 -3.70996 0.87357
H -2.38870 -2.57012 1.70303
H -1.74402 -3.98705 2.55596
C -1.42520 -1.51305 4.47132
H -2.37243 -1.55954 3.91532
H -1.35069 -0.54267 4.98009
H -1.43711 -2.30992 5.22394
C 1.46568 -0.29115 4.82182
H 1.60230 -0.84644 5.76059
H 0.75948 0.53224 5.00105
H 2.43450 0.14418 4.55168
C 3.31416 -1.61360 2.63222
H 3.67403 -2.27074 3.43932
H 3.70449 -0.60706 2.82966
H 3.71664 -2.00283 1.69219
C 1.56083 -3.53505 0.86217
H 1.92494 -4.39061 1.44979
H 2.40395 -3.13708 0.28942
H 0.79638 -3.91061 0.17889
C -1.64904 0.32455 -5.45177
C -1.52942 -1.00637 -5.53328
C -0.58739 -1.80389 -6.39334
C 0.74669 -1.12930 -6.77199
C 1.52241 -0.57955 -5.61037
C 1.38794 0.62983 -5.03905
C 0.47135 1.75010 -5.43639
C -0.82646 1.35629 -6.17157
H -1.07534 -2.11534 -7.33074
H 0.57121 -0.35440 -7.52544
H -0.38634 -2.73615 -5.84599
H -0.59350 1.03205 -7.19149
H -2.46290 0.76301 -4.85872
H -2.24945 -1.63848 -4.99887
H -1.44023 2.26867 -6.25988
H 0.21725 2.28662 -4.50943
H 2.07421 0.90239 -4.23008
H 0.99859 2.48351 -6.06708
H 1.37481 -1.89951 -7.25012
H 2.30850 -1.25780 -5.25937
P -0.60339 -0.47990 -0.77374
P 2.07537 0.81980 0.30060
C 0.25830 0.77517 -1.83541
C 1.13917 1.73038 -1.00761
H -0.50690 1.34466 -2.39460
H 0.86140 0.24376 -2.58971
H 1.85546 2.27716 -1.64717
H 0.52068 2.47467 -0.47326
C 3.05754 1.93393 1.29227
H 3.60555 1.39277 2.06973
H 2.42317 2.67992 1.77471
H 3.78267 2.42337 0.63493
C 3.31869 -0.20454 -0.54885
H 3.81249 0.37561 -1.33608
H 2.84191 -1.09214 -0.97150
H 4.07181 -0.52433 0.17888
C -2.34620 -0.03093 -0.81377
H -2.92108 -0.63205 -0.10026
H -2.72191 -0.17711 -1.83183
H -2.45004 1.01829 -0.52465
C -0.56100 -2.11150 -1.57865
H 0.44271 -2.54069 -1.50617
H -0.85297 -2.04141 -2.63346
H -1.26158 -2.78237 -1.06521
O -2.92515 0.10614 2.19277
C -2.25198 1.11311 2.47969
N -0.93367 1.27751 2.13240
S -0.25697 2.67425 2.69149
O 0.84759 2.39091 3.58176
O -0.04317 3.61190 1.61235
C -1.68044 3.11185 3.61444
C -1.75794 4.05303 4.63219
C -2.94588 4.13974 5.36336
C -4.03945 3.30655 5.03021
C -3.92052 2.35174 4.02515
C -2.71015 2.23075 3.34193
H -0.89016 4.67907 4.81595
H -3.04661 4.87886 6.14839
H -4.97634 3.42889 5.55975
H -4.73144 1.68427 3.73215
*
```

Computed properties:
Maximum force: 0.10149 Eh/bohr
Expectation value of S²: 6.0544
Energy relative to the best compared isomer or geometry (same formula, charge and spin): 0.000 eV
HOMO (spin up / spin down): -7.79 / -11.28 eV

---

Here is C31H47N4Tl as an isolated structure at a distorted geometry from the OMol25 dataset. Energies are from ωB97M-V/def2-TZVPD.

The geometry in ORCA input format:
```
! RIJCOSX wB97M-V def2-TZVPD def2/J DEFGRID3
* xyz 2 1
Tl -0.46330 0.10850 -0.18500
C 1.37020 1.07670 2.84050
C 0.23700 2.07560 2.55660
N -1.01340 1.42290 2.18000
C -1.61090 0.55390 3.19160
C -1.93990 -0.85790 2.66610
N -0.81480 -1.52750 2.01910
C 0.34160 -1.79890 2.87130
C 1.64620 -1.28770 2.23070
N 1.53080 0.09320 1.76960
H 2.28460 1.65380 3.00680
H 1.15320 0.55310 3.76930
H 0.11200 2.69360 3.45570
H 0.51680 2.73660 1.73200
H -1.67990 2.13300 1.89500
H -0.93580 0.48590 4.04560
H -2.54830 0.97420 3.56260
H -2.31740 -1.43810 3.51900
H -2.73440 -0.79210 1.91980
H -1.14480 -2.38280 1.58340
H 0.19330 -1.32860 3.84420
H 0.46370 -2.87020 3.04920
H 2.45650 -1.41740 2.96390
H 1.88060 -1.90390 1.35850
H 2.34010 0.31380 1.20140
C -1.67750 -2.48840 -3.23130
C -2.15400 -1.15850 -2.73330
C -1.67980 0.01950 -3.30830
C -2.13280 1.25410 -2.86960
C -3.07790 1.33340 -1.85550
C -3.55390 0.16710 -1.27100
C -3.08660 -1.06830 -1.70020
H -2.39320 -3.26970 -2.99230
H -0.72060 -2.74190 -2.77600
H -1.53500 -2.46290 -4.30780
H -0.97740 -0.03750 -4.12820
H -1.78160 2.15740 -3.34690
H -3.47430 2.29320 -1.55830
H -4.32370 0.21460 -0.51300
H -3.49590 -1.97060 -1.26810
C 4.79280 -3.11190 -4.31570
C 3.71540 -2.80670 -3.32980
C 3.02090 -3.84790 -2.70490
C 2.02290 -3.60330 -1.75080
C 1.28650 -4.72960 -1.10080
C 1.73320 -2.29750 -1.43850
C 2.38600 -1.18780 -2.06330
C 3.38560 -1.49900 -3.03520
N 2.02660 0.00220 -1.60460
C 2.40480 1.28060 -2.05310
C 3.91630 1.49840 -1.66730
C 4.32590 2.91640 -2.03300
C 4.15800 3.17810 -3.52650
C 2.67900 2.99840 -3.87590
C 1.84260 4.00190 -3.08590
C 2.03940 3.74970 -1.59260
C 3.51460 3.91990 -1.22280
C 1.59630 2.32670 -1.26500
C 2.24970 1.56750 -3.56170
H 4.88440 -4.18120 -4.47740
H 5.75000 -2.73520 -3.95850
H 4.58730 -2.63760 -5.27310
H 3.25280 -4.86720 -2.97430
H 1.65670 -5.69080 -1.44250
H 0.22360 -4.67160 -1.33080
H 1.39530 -4.68270 -0.01850
H 0.95620 -2.07910 -0.71440
H 3.94800 -0.71900 -3.52080
H 4.53320 0.76700 -2.18820
H 4.02200 1.33460 -0.59270
H 5.38670 3.01170 -1.77420
H 4.77240 2.49300 -4.11320
H 4.47640 4.19310 -3.76410
H 2.54530 3.16970 -4.94710
H 0.78680 3.89850 -3.34380
H 2.14520 5.01910 -3.33310
H 1.43730 4.45160 -1.00890
H 3.65440 3.74630 -0.15330
H 3.83980 4.93500 -1.44310
H 0.53890 2.21820 -1.54030
H 1.70280 2.13340 -0.19430
H 2.83310 0.87320 -4.16350
H 1.19720 1.43000 -3.81560
*
```

Computed properties:
Maximum force: 0.02515 Eh/bohr
Energy relative to the best compared isomer or geometry (same formula, charge and spin): 0.711 eV
HOMO: -13.61 eV

---

Here is C31H47NO2P2ReS2 as an isolated structure at a distorted geometry from the OMol25 dataset. Energies are from ωB97M-V/def2-TZVPD.

The geometry in ORCA input format:
```
! RIJCOSX wB97M-V def2-TZVPD def2/J DEFGRID3
* xyz 2 4
Re 1.20098 -1.32711 1.46373
C 1.53018 0.49321 2.52386
C 1.28408 -0.58286 3.44096
C 3.14208 -1.15396 2.15267
C 2.69086 0.15462 1.75865
C 2.26045 -1.61761 3.21769
C 0.76031 1.79448 2.45941
H -0.31921 1.60407 2.53175
H 0.94465 2.31947 1.51436
H 1.02970 2.52770 3.24461
C 3.26456 1.02637 0.69527
H 3.22329 2.07715 0.99602
H 2.67897 0.98983 -0.23175
H 4.29112 0.73453 0.45943
C 4.20260 -1.95079 1.46600
H 5.08485 -2.06099 2.11273
H 4.49199 -1.45204 0.53604
H 3.82084 -2.94025 1.18340
C 2.24779 -2.96843 3.88338
H 3.05233 -3.00535 4.64175
H 2.39084 -3.78882 3.15531
H 1.27858 -3.15727 4.38089
C 0.21096 -0.57055 4.49422
H 0.60147 -0.23208 5.46977
H -0.24698 -1.55702 4.64703
H -0.58055 0.14221 4.23014
C -1.40336 1.31701 -1.06108
C -2.42118 1.61379 -0.23587
C -3.14406 0.68194 0.72692
C -3.14938 -0.86655 0.46703
C -1.87597 -1.52221 0.82166
C -0.75204 -1.83385 0.05404
C -0.07017 -0.86186 -0.93485
C -1.17037 -0.04019 -1.67746
H -4.20592 0.99507 0.80995
H -3.45125 -1.11907 -0.56153
H -2.68505 0.80071 1.73867
H -2.10352 -0.63164 -1.60373
H -0.56960 2.04855 -1.19288
H -2.70074 2.67851 -0.16241
H -1.00399 0.02473 -2.76464
H 0.55828 -0.09410 -0.42156
H -0.46801 -2.93015 0.04503
H 0.65466 -1.41544 -1.58652
H -3.96441 -1.29048 1.09530
H -1.85500 -1.87187 1.86143
P -3.05894 -2.16981 -2.71136
P -0.68876 -4.29305 -1.60082
C -3.16468 -3.97957 -3.07938
C -1.77892 -4.63879 -3.10461
H -3.67147 -4.13344 -4.04386
H -3.80916 -4.41448 -2.29436
H -1.89650 -5.73848 -3.12148
H -1.20133 -4.35937 -4.00178
C 0.62920 -5.40001 -2.19944
H 1.27072 -5.73579 -1.38128
H 1.20147 -4.84866 -2.95103
H 0.14299 -6.26987 -2.65301
C -1.55574 -5.55860 -0.55709
H -1.78901 -6.40846 -1.20468
H -2.47650 -5.13010 -0.14896
H -0.89147 -5.88895 0.24488
C -2.78487 -1.40061 -4.34094
H -2.78419 -0.30729 -4.21978
H -3.59804 -1.68776 -5.01693
H -1.82660 -1.71302 -4.77233
C -4.79869 -1.65243 -2.51959
H -5.35659 -2.34313 -1.88192
H -5.30928 -1.58297 -3.48423
H -4.78735 -0.64991 -2.07395
O 3.87559 5.51719 2.44694
S 2.49977 5.56056 2.02728
O 1.48000 5.65104 3.04005
N 2.15485 4.32929 0.94350
C 1.86473 4.75199 -0.29279
S 1.68110 3.73738 -1.60246
C 1.84621 6.21067 -0.40528
C 1.83926 6.97921 -1.56597
C 2.00576 8.35829 -1.48018
C 2.28688 8.96278 -0.24386
C 2.50317 8.17106 0.88721
C 2.24125 6.81019 0.78879
H 1.72540 6.47136 -2.52170
H 1.96625 8.96884 -2.38257
H 2.39881 10.04664 -0.18538
H 2.85901 8.59665 1.81953
*
```

Computed properties:
Maximum force: 0.13980 Eh/bohr
Expectation value of S²: 3.7798
Energy relative to the best compared isomer or geometry (same formula, charge and spin): 4.215 eV
HOMO (spin up / spin down): -12.75 / -12.74 eV

---

Here is C31H48BF2N4O6P2Tb as an isolated structure at a distorted geometry from the OMol25 dataset. Energies are from ωB97M-V/def2-TZVPD.

The geometry in ORCA input format:
```
! RIJCOSX wB97M-V def2-TZVPD def2/J DEFGRID3
* xyz 2 7
Tb 0.63022 -0.89592 0.64045
C 1.80513 -1.46189 3.74394
N 0.65413 -0.69367 3.22445
C 0.76537 0.73562 3.57919
C 1.71436 1.51410 2.70136
C 2.62170 2.41355 3.23511
C 3.41454 3.15957 2.37397
C 3.27528 2.97471 1.00812
C 2.35472 2.04388 0.56065
N 1.58482 1.32946 1.38278
C -0.57881 -1.23386 3.83214
C -1.10117 -2.47628 3.15458
C -1.60664 -3.53029 3.89901
C -2.20566 -4.59524 3.24443
C -2.26614 -4.57377 1.86031
C -1.71066 -3.49775 1.19587
N -1.14437 -2.45842 1.81634
C 3.08761 -1.39476 2.94420
C 4.26091 -1.85636 3.52692
C 5.42880 -1.85732 2.78666
C 5.39410 -1.39212 1.47854
C 4.18590 -0.96144 0.97384
N 3.05018 -0.95694 1.68430
H 2.02021 -1.16611 4.77774
H 1.51571 -2.51569 3.76093
H -0.21949 1.18751 3.44190
H 1.05090 0.86538 4.62853
H 2.71308 2.52954 4.30680
H 4.12938 3.87100 2.76523
H 3.87388 3.53533 0.30370
H 2.22101 1.85829 -0.49941
H -0.43784 -1.42047 4.90185
H -1.36136 -0.47734 3.74065
H -1.53115 -3.51769 4.97806
H -2.62126 -5.42292 3.80288
H -2.71827 -5.38037 1.30130
H -1.71763 -3.46669 0.11099
H 4.25198 -2.22558 4.54446
H 6.35245 -2.21512 3.22101
H 6.28185 -1.37650 0.86322
H 4.10877 -0.60321 -0.04726
C 0.85171 -3.10794 -3.60711
C -0.45904 -2.93138 -2.87054
C -1.50035 -3.96575 -3.23616
O -1.03610 -1.61788 -3.19465
P -0.62749 -0.24988 -2.55220
O 0.40734 -0.32273 -1.47430
C -2.17793 0.41505 -1.85669
P -1.74164 1.28955 -0.32960
O -1.24157 0.39864 0.75952
O -3.07098 2.03933 0.03537
C -3.37219 2.45420 1.41487
C -4.06423 1.30796 2.12938
C -4.24427 3.69063 1.33234
O -0.61267 2.33196 -0.68013
C -0.72568 3.36449 -1.72368
C 0.68739 3.68075 -2.16648
C -1.45347 4.59201 -1.20809
O -0.12687 0.69389 -3.68264
C -0.52759 0.63267 -5.10248
C -1.01482 2.01156 -5.49421
C 0.68228 0.18554 -5.89540
H 1.30527 -4.05719 -3.32659
H 1.54543 -2.30754 -3.34218
H 0.68168 -3.10354 -4.68443
H -0.27046 -2.95054 -1.79380
H -1.70751 -3.93408 -4.30565
H -2.43152 -3.79488 -2.69469
H -1.12309 -4.95613 -2.98348
H -2.84310 -0.40884 -1.59433
H -2.70565 1.06888 -2.55056
H -2.42634 2.69191 1.91078
H -5.00764 1.07901 1.63245
H -4.27496 1.59029 3.16025
H -3.43745 0.41527 2.12638
H -5.11837 3.48232 0.71487
H -3.70364 4.53289 0.90451
H -4.57748 3.96674 2.33156
H -1.26733 2.93150 -2.56848
H 1.26256 4.08924 -1.33479
H 0.65322 4.42397 -2.96200
H 1.17931 2.78669 -2.55189
H -0.95970 4.97082 -0.31195
H -2.49242 4.36650 -0.98320
H -1.43471 5.36847 -1.97196
H -1.32965 -0.10105 -5.19574
H -0.22624 2.74635 -5.32679
H -1.90053 2.30198 -4.92656
H -1.27351 2.01532 -6.55203
H 1.48915 0.91075 -5.78529
H 0.42761 0.10426 -6.95107
H 1.03078 -0.78629 -5.54626
F 1.84334 -4.18380 -0.53212
B 1.47232 -3.09644 0.14383
F 1.46228 -3.44976 1.50430
*
```

Computed properties:
Maximum force: 0.05147 Eh/bohr
Expectation value of S²: 12.6092
Energy relative to the best compared isomer or geometry (same formula, charge and spin): 0.000 eV
HOMO (spin up / spin down): -13.00 / -13.08 eV

---

Question: What is the formula in the third record?
Answer: C31H47NO2P2ReS2